ORCA calculation (ωB97M-V with the def2-TZVPD basis set) on one molecule with the formula C6H9N at a distorted geometry.

As for the highest occupied orbital energy: -10.430 eV. As for the SMILES: C[C@@H]1[C@H](C)[C@@H]1C#N. The value obtained for the energy above the lowest of the compared OMol25 structures with the same formula, charge and spin is 1.092 eV. The value obtained for the total energy is -7857.0672 eV.

ORCA input file:
```
! RIJCOSX wB97M-V def2-TZVPD def2/J DEFGRID3
* xyz 0 1
N -1.15461 1.58275 2.06377
C 0.05099 1.29356 -0.22248
C -0.60517 1.47462 1.04875
C -0.32453 0.05762 -1.02606
C 1.40823 -0.64911 0.89537
C -1.46629 -0.85184 -0.62136
C 1.01173 0.12392 -0.34423
H -2.10788 -1.06029 -1.48346
H 0.54657 -0.93675 1.50457
H -2.09355 -0.39543 0.15016
H 2.05905 -0.03584 1.53101
H 1.82781 0.29083 -1.03921
H -1.10956 -1.81318 -0.23962
H -0.25470 0.24710 -2.09452
H 1.96453 -1.55169 0.62496
H 0.24739 2.22374 -0.74765
*
```

Results of the natural (NBO) charge analysis, in e, for atoms 1 through 6: number 1, N, carries -0.339; number 2, C, carries -0.361; number 3, C, carries 0.290; number 4, C, carries -0.186; number 5, C, carries -0.623; number 6, C, carries -0.630

ORCA calculation (ωB97M-V with the def2-TZVPD basis set) on one molecule with the formula C6H9N3O2 at a distorted geometry.

As for the highest occupied orbital energy: -8.932 eV. As for the SMILES: CN[C@]1([N+](=O)[O-])CC=CC=N1. The value obtained for the energy above the lowest of the compared OMol25 structures with the same formula, charge and spin is 5.965 eV. The value obtained for the total energy is -14928.2253 eV.

ORCA input file:
```
! RIJCOSX wB97M-V def2-TZVPD def2/J DEFGRID3
* xyz 0 1
O 2.32068 1.17422 0.56574
O 2.81754 -0.76778 -0.30710
N 0.36976 0.35077 -1.33582
N 2.03124 0.03377 0.17056
N 0.44285 -1.66257 0.03202
C -0.16916 0.45496 1.29268
C -0.91712 2.16096 -0.30045
C -0.75876 -2.27856 -0.41968
C 0.59757 -0.28029 0.09793
C -0.90299 1.74537 0.96207
C -0.32972 1.40769 -1.43223
H -1.54723 2.23768 1.84958
H 0.63235 0.56576 1.99403
H -0.38199 1.68475 -2.41127
H 1.36551 -2.14102 -0.08702
H -1.38686 -2.62735 0.35720
H -1.58345 2.91879 -0.62987
H -1.20778 -1.52888 -0.96666
H -0.82947 -0.30260 1.66003
H -0.56298 -3.14566 -1.09174
*
```

Results of the natural (NBO) charge analysis, in e, for atoms 1 through 6: number 1, O, carries -0.381; number 2, O, carries -0.356; number 3, N, carries -0.405; number 4, N, carries 0.515; number 5, N, carries -0.675; number 6, C, carries -0.488

ORCA calculation (ωB97M-V with the def2-TZVPD basis set) on C13H18ClIN2O2PRhS as an isolated structure at a distorted geometry.

As for the highest occupied orbital energy (alpha / beta): -14.897 / -15.182 eV. The value obtained for the total energy is -64581.6094 eV.

ORCA input file:
```
! RIJCOSX wB97M-V def2-TZVPD def2/J DEFGRID3
* xyz 2 5
I 2.34043 3.43165 -1.52884
Rh -0.89178 0.05130 0.24227
Cl -2.95007 0.45630 -0.85401
S -0.87852 -2.24297 3.86714
P -0.18959 0.73470 -2.48481
O 2.13694 -0.06140 0.20885
O 1.56116 -1.59010 -2.01942
N -0.12908 -3.05474 1.42260
N -0.36653 -0.73088 1.94488
C -0.44505 -2.02164 2.26435
C 0.72379 1.95818 4.40297
C 0.37875 1.26094 5.55773
C 0.57875 1.37286 3.13865
C -0.25966 0.02207 5.45893
C -1.22986 2.17553 -3.14831
C 0.42167 -1.32308 -1.75177
C -0.40672 -0.58606 4.22608
C 1.46017 1.17577 -3.18219
C -0.13533 0.14906 3.05154
C -0.58180 -0.27438 -4.00051
C -0.76590 -2.27031 -1.62635
C 0.97137 0.08183 0.17368
H -1.75201 -1.74981 -1.72142
H -0.61453 -2.98982 -2.44030
H 0.04628 -1.17134 -4.04797
H 0.95390 1.92502 2.24339
H -0.17886 -3.97841 1.84237
H -0.82004 -2.82963 -0.66985
H -1.15196 2.15445 -4.24713
H -0.35662 0.35358 -4.86878
H 0.43262 1.71242 6.55956
H 1.97591 2.13262 -2.73163
H -0.54708 -0.60637 6.29657
H 1.27619 2.86515 4.54330
H 1.36399 1.47836 -4.23423
H -0.89068 3.15039 -2.76421
H 2.19815 0.38792 -3.00426
H -2.26929 1.98852 -2.84146
H 0.62977 -2.98598 0.73187
H -1.63884 -0.55173 -4.00926
*
```

Results of the natural (NBO) charge analysis, in e, for atoms 1 through 6: number 1, I, carries 0.010; number 2, Rh, carries 0.911; number 3, Cl, carries -0.498; number 4, S, carries 0.553; number 5, P, carries 1.052; number 6, O, carries -0.390

ORCA calculation (ωB97M-V with the def2-TZVPD basis set) on one molecule with the formula C3H7ClO at a distorted geometry.

As for the highest occupied orbital energy: -10.585 eV. As for the SMILES: C[C@@H](O)CCl. The value obtained for the energy above the lowest of the compared OMol25 structures with the same formula, charge and spin is 0.040 eV. The value obtained for the total energy is -17793.9913 eV.

ORCA input file:
```
! RIJCOSX wB97M-V def2-TZVPD def2/J DEFGRID3
* xyz 0 1
Cl -2.47232 -0.18881 -0.14830
O 1.48062 -0.88989 -0.01687
C 0.27432 -0.20456 -0.36973
C 0.28133 1.27923 0.07582
C -0.82704 -0.87688 0.38125
H 0.02620 -0.37979 -1.41249
H -0.03873 1.30714 1.10402
H -0.73010 -0.82219 1.39965
H 1.28199 1.82032 0.10045
H -0.46047 1.95506 -0.45715
H -0.84489 -1.94577 0.10817
H 2.02909 -1.05387 -0.76482
*
```

Results of the natural (NBO) charge analysis, in e, for atoms 1 through 6: number 1, Cl, carries -0.114; number 2, O, carries -0.725; number 3, C, carries 0.057; number 4, C, carries -0.651; number 5, C, carries -0.310; number 6, H, carries 0.177

ORCA calculation (ωB97M-V with the def2-TZVPD basis set) on a 2-piece molecular cluster, C2F4N5 overall at a distorted geometry.

As for the highest occupied orbital energy: -6.199 eV. The value obtained for the energy above the lowest of the compared OMol25 structures with the same formula, charge and spin is 0.000 eV. The value obtained for the total energy is -20389.9460 eV.

ORCA input file:
```
! RIJCOSX wB97M-V def2-TZVPD def2/J DEFGRID3
* xyz -1 1
F 3.07448 -0.32841 0.06362
F 1.51164 -1.80318 -0.16325
F 1.36066 1.10811 -1.15761
F 1.51049 1.71266 1.18577
N -2.30666 -0.62770 0.60520
N -2.54702 0.31095 -0.30155
N -1.44250 0.86415 -0.67798
N 1.75967 -0.55005 0.42250
N -1.04000 -0.70751 0.83944
C 0.91300 0.43219 -0.11186
C -0.47738 0.23110 0.03336
*
```

Results of the natural (NBO) charge analysis, in e, for atoms 1 through 6: number 1, F, carries -0.207; number 2, F, carries -0.226; number 3, F, carries -0.271; number 4, F, carries -0.595; number 5, N, carries -0.138; number 6, N, carries -0.138

ORCA calculation (ωB97M-V with the def2-TZVPD basis set) on C33H47Cl2MnN2PSe as an isolated structure at a distorted geometry.

As for the highest occupied orbital energy (alpha / beta): -2.314 / -2.848 eV. The value obtained for the energy above the lowest of the compared OMol25 structures with the same formula, charge and spin is 0.000 eV. The value obtained for the total energy is -168967.6699 eV.

ORCA input file:
```
! RIJCOSX wB97M-V def2-TZVPD def2/J DEFGRID3
* xyz -1 5
Se -0.53991 0.10779 2.01758
Mn -0.44621 1.31549 -0.83116
Cl 1.34314 2.56854 -0.25461
Cl -2.59340 0.66060 -0.99596
P -1.08356 3.38871 -1.95822
N 1.67015 -1.73122 2.58755
N -0.29070 -2.49456 3.16223
C 1.74603 -2.28545 -1.96105
C -0.13557 4.96173 -4.16907
C -2.91647 6.39354 0.26750
C 0.91550 2.68964 -3.87145
C -3.86025 1.93531 -4.72605
C -2.64878 3.26882 -3.01613
C 0.32891 -1.39820 2.59715
C 2.85492 -5.14655 3.58797
C 1.58736 -5.61415 3.99229
C 1.08266 5.46963 -4.95349
C -4.61254 4.32045 -4.19577
C 0.44071 -4.80905 3.90129
C 2.15605 3.16662 -4.64735
C -2.47253 2.27721 -4.16441
C 3.01013 -3.84613 3.09272
C 0.63592 -3.50472 3.43273
C 2.09549 -2.89750 -3.15826
C 0.27505 3.88835 -3.16381
C -0.11481 5.56606 -0.35969
C 1.52474 -2.51256 -4.38166
C 1.86640 4.32871 -5.60689
C -1.71942 7.05000 0.96471
C -1.71805 -2.68538 3.32590
C -4.58313 3.18856 -5.23108
C 0.15891 -0.88775 -3.20432
C -3.24961 4.57688 -3.53519
C -2.60199 4.97408 -0.21795
C 0.50095 -0.34597 -0.85593
C 0.54421 -1.50895 -4.37565
C 1.88404 -3.03357 3.06008
C -1.34604 5.02794 -1.08567
C -0.42795 6.98113 0.14188
C 0.80922 -1.17832 -1.96173
H 1.30799 3.95433 -6.47564
H 1.03773 4.31893 -2.49955
H -4.94374 5.24734 -4.67471
H 1.20268 1.89804 -3.15858
H -0.56408 -5.12473 4.17374
H -3.37077 5.32094 -2.73498
H -2.21508 -1.73645 3.11329
H -1.96141 1.35578 -3.84728
H -2.09237 -3.45789 2.63801
H -4.09709 3.54239 -6.15141
H -2.43885 4.26963 0.61066
H 2.17391 -2.64223 -1.02115
H 0.41088 7.34399 0.74143
H 0.06080 -1.21382 -5.30664
H 1.73372 6.04503 -4.27875
H -0.86167 4.53083 -4.87627
H 1.81084 -2.99028 -5.31900
H -1.54798 5.75414 -1.89142
H -3.22369 7.01848 -0.58846
H 2.80483 4.72716 -6.00391
H -4.45470 1.45513 -3.93467
H -3.36025 2.82626 -2.30118
H 0.74630 5.62521 -1.04030
H 0.16737 4.87788 0.44616
H -1.95466 8.09699 1.17521
H -2.57280 5.03137 -4.27132
H 0.94929 -0.71017 0.09961
H -5.35415 4.09266 -3.41506
H 3.71897 -5.80423 3.66882
H 0.73653 6.17024 -5.72067
H 2.92252 3.47895 -3.92277
H 0.19500 2.24024 -4.57141
H 3.96107 -3.43951 2.74159
H 1.50001 -6.62462 4.38114
H -0.62670 5.81881 -3.67831
H 2.57874 2.32725 -5.20918
H -5.61084 2.93848 -5.51086
H -0.69654 -0.19403 -3.19341
H 2.41316 -1.13122 2.24182
H -3.76000 1.20783 -5.53799
H -3.46008 4.60160 -0.79663
H -1.86005 2.73166 -4.95762
H -1.92804 -2.99691 4.35781
H -1.55899 6.57418 1.94261
H -3.76630 6.35566 0.95250
H 2.82793 -3.70556 -3.15863
H -0.51749 7.65296 -0.72727
*
```

Results of the Löwdin charge analysis, in e, for atoms 1 through 6: number 1, Se, carries 0.694; number 2, Mn, carries -0.147; number 3, Cl, carries 0.038; number 4, Cl, carries -0.014; number 5, P, carries 1.009; number 6, N, carries 0.117

Copy entry 1 word for word.
ORCA calculation (ωB97M-V with the def2-TZVPD basis set) on one molecule with the formula C6H9N at a distorted geometry.

As for the highest occupied orbital energy: -10.430 eV. As for the SMILES: C[C@@H]1[C@H](C)[C@@H]1C#N. The value obtained for the energy above the lowest of the compared OMol25 structures with the same formula, charge and spin is 1.092 eV. The value obtained for the total energy is -7857.0672 eV.

ORCA input file:
```
! RIJCOSX wB97M-V def2-TZVPD def2/J DEFGRID3
* xyz 0 1
N -1.15461 1.58275 2.06377
C 0.05099 1.29356 -0.22248
C -0.60517 1.47462 1.04875
C -0.32453 0.05762 -1.02606
C 1.40823 -0.64911 0.89537
C -1.46629 -0.85184 -0.62136
C 1.01173 0.12392 -0.34423
H -2.10788 -1.06029 -1.48346
H 0.54657 -0.93675 1.50457
H -2.09355 -0.39543 0.15016
H 2.05905 -0.03584 1.53101
H 1.82781 0.29083 -1.03921
H -1.10956 -1.81318 -0.23962
H -0.25470 0.24710 -2.09452
H 1.96453 -1.55169 0.62496
H 0.24739 2.22374 -0.74765
*
```

Results of the natural (NBO) charge analysis, in e, for atoms 1 through 6: number 1, N, carries -0.339; number 2, C, carries -0.361; number 3, C, carries 0.290; number 4, C, carries -0.186; number 5, C, carries -0.623; number 6, C, carries -0.630

Repeat the second record exactly.
ORCA calculation (ωB97M-V with the def2-TZVPD basis set) on one molecule with the formula C6H9N3O2 at a distorted geometry.

As for the highest occupied orbital energy: -8.932 eV. As for the SMILES: CN[C@]1([N+](=O)[O-])CC=CC=N1. The value obtained for the energy above the lowest of the compared OMol25 structures with the same formula, charge and spin is 5.965 eV. The value obtained for the total energy is -14928.2253 eV.

ORCA input file:
```
! RIJCOSX wB97M-V def2-TZVPD def2/J DEFGRID3
* xyz 0 1
O 2.32068 1.17422 0.56574
O 2.81754 -0.76778 -0.30710
N 0.36976 0.35077 -1.33582
N 2.03124 0.03377 0.17056
N 0.44285 -1.66257 0.03202
C -0.16916 0.45496 1.29268
C -0.91712 2.16096 -0.30045
C -0.75876 -2.27856 -0.41968
C 0.59757 -0.28029 0.09793
C -0.90299 1.74537 0.96207
C -0.32972 1.40769 -1.43223
H -1.54723 2.23768 1.84958
H 0.63235 0.56576 1.99403
H -0.38199 1.68475 -2.41127
H 1.36551 -2.14102 -0.08702
H -1.38686 -2.62735 0.35720
H -1.58345 2.91879 -0.62987
H -1.20778 -1.52888 -0.96666
H -0.82947 -0.30260 1.66003
H -0.56298 -3.14566 -1.09174
*
```

Results of the natural (NBO) charge analysis, in e, for atoms 1 through 6: number 1, O, carries -0.381; number 2, O, carries -0.356; number 3, N, carries -0.405; number 4, N, carries 0.515; number 5, N, carries -0.675; number 6, C, carries -0.488